ORCA calculation (ωB97M-V with the def2-TZVPD basis set) on a 2-piece molecular cluster, C5H15N3O3P overall.

As for the calculated total energy: -930.9281 Ha. Its strongest force on any atom is 0.092 Eh/bohr. The HOMO energy comes out at -4.874 eV. Its charge is -1. The value obtained for the frontier orbital gap is 8.3 eV.

```
27
Properties=species:S:1:pos:R:3:forces:R:3
C -3.5550 -0.1033 0.0290 0.16 0.63 -2.17
C 2.6645 1.1524 1.6054 -3.39 0.50 -2.16
C 1.7702 -1.9588 -1.2612 3.80 0.96 2.61
C -1.6995 -0.4001 1.3955 -0.47 1.58 1.71
C 1.4200 0.4021 -0.3058 -1.87 0.82 -2.08
N -2.4527 0.5933 0.6269 -0.16 -0.88 1.42
N 1.6692 1.3517 0.5096 0.08 -0.07 0.35
N 1.8597 -0.8774 -0.2504 0.23 -0.30 0.06
O 1.2672 0.8629 -2.9566 -0.05 0.60 0.28
O -0.2267 2.3084 -1.3441 -0.23 -0.64 -1.26
O -0.8716 -0.1408 -2.0077 1.12 1.16 1.14
P 0.2937 0.8297 -1.8219 0.00 -1.68 -0.91
H -4.2790 -0.3724 0.7127 -1.60 -0.06 2.12
H -4.1084 0.2844 -0.8213 0.27 1.36 0.05
H -3.3370 -1.0324 -0.4038 1.28 -1.80 -0.66
H 2.2496 0.4753 2.2825 0.11 -1.73 1.30
H 3.5737 0.9946 1.1574 2.47 -0.96 -0.50
H 2.6129 2.0724 2.0603 0.54 2.13 1.40
H 2.7832 -2.4775 -1.1455 -1.59 0.11 -0.41
H 0.9558 -2.5500 -1.1330 -2.28 -2.16 0.97
H 1.6624 -1.6547 -2.2342 0.14 1.64 -2.22
H -2.2114 -1.2966 1.6532 -0.94 -0.57 0.05
H -1.3573 0.0380 2.3275 -0.17 0.21 0.59
H -1.7551 1.0006 0.0438 -0.40 0.19 -1.36
H -0.0675 2.3401 -0.4123 0.54 0.41 1.29
H 1.9426 -1.1414 0.7126 0.50 -0.73 0.13
H -0.8034 -0.7005 0.9815 1.89 -0.71 -1.73
```
Positions in Å, forces in eV/Å.